Molecular formula: C16H41FN5O3PSi2
Method: DFT, wB97M-V/def2-TZVPD

Element x y z (Å)
C -5.2267 -2.6254 0.9677
C -4.1981 -2.6038 2.1168
C -2.7700 -2.4680 1.5871
C -1.7199 -2.8660 2.6393
N -0.9499 -1.7187 3.1445
N 0.4314 -1.8924 3.1451
C 1.2416 -1.4137 1.9992
C 0.7084 -1.8589 0.6372
C 0.0974 -0.7133 -0.1457
F 1.0593 0.2703 -0.2403
C 0.9719 -2.4157 4.1947
N 0.1477 -2.8221 5.2295
C 1.0036 -3.5231 6.2364
C 2.3623 -2.9294 5.9036
N 2.3273 -2.6602 4.4208
P 3.3929 -1.3120 4.2584
O 4.1054 -1.3118 3.0063
O 4.4502 -1.3788 5.4348
O 2.5167 0.0084 4.4118
H -4.7244 -2.9060 0.0510
H -5.6510 -1.6404 0.8247
H -6.0051 -3.3395 1.1948
H -4.2897 -3.5303 2.6783
H -4.4406 -1.7992 2.8055
H -2.6252 -1.4390 1.2646
H -2.7135 -3.1144 0.7206
H -2.2725 -3.3337 3.4505
H -1.0870 -3.6420 2.2166
H -1.1779 -0.8898 2.6106
H 1.2254 -0.3301 2.0430
H 2.2503 -1.7816 2.1142
H 0.0383 -2.7126 0.6562
H 1.5677 -2.1763 0.0574
H -0.1044 -1.0717 -1.1509
H -0.8074 -0.3190 0.3128
H -0.3630 -3.6013 4.8113
H 0.6542 -3.2506 7.2212
H 1.0258 -4.6028 6.1329
H 2.3915 -2.0292 6.5092
H 3.1453 -3.6145 6.1842
H 5.2462 -0.9612 5.0596
H 3.0669 0.6778 4.8560
C -1.3607 2.1717 -1.8498
Si -0.0571 2.6012 -3.1657
C 0.7334 0.9555 -3.6864
C 1.2704 3.6249 -2.2831
N -0.8148 3.4105 -4.4200
Si -0.0370 3.9787 -5.8029
C 0.7610 2.6098 -6.8426
C 1.2970 5.2761 -5.4466
C -1.3153 4.8189 -6.9166
H -0.9051 1.6387 -1.0058
H -1.8267 3.0806 -1.4645
H -2.1393 1.5348 -2.2779
H 1.0146 0.3590 -2.8065
H 1.6424 1.1117 -4.2696
H 0.0326 0.3676 -4.2826
H 0.8911 4.6210 -2.0496
H 2.1702 3.7272 -2.8927
H 1.5714 3.1470 -1.3400
H 1.6594 2.2106 -6.3661
H 1.0597 2.9919 -7.8268
H 0.0568 1.7908 -7.0007
H 0.9125 6.0439 -4.7727
H 1.6171 5.7699 -6.3727
H 2.1863 4.8298 -4.9959
H -1.7847 5.6561 -6.3961
H -2.0922 4.1096 -7.2093
H -0.8442 5.2049 -7.8285

Cartesian forces (eV/Å) of the 3 atoms listed first:
0.5 0.2 0.6
-0.3 0.0 -0.4
-0.4 0.0 0.7

Computed properties:
LUMO, Eh: -0.0467
HOMO-LUMO gap, eV: 3.6
Total energy, hartree: -2153.9530
Max |F|, Eh/bohr: 0.0511
HOMO energy, eV: -4.851

Partial charges, Löwdin, in e:
1 C -0.087
2 C -0.256
3 C -0.191
4 C -0.188
5 N 0.049
6 N -0.025
7 C -0.083
8 C -0.119
9 C -0.219
10 F -0.035
11 C -0.303
12 N 0.121
13 C -0.109
14 C -0.160
15 N 0.015
16 P 0.386
17 O -0.221
18 O -0.094
19 O -0.067
20 H 0.067
21 H 0.074
22 H 0.069
23 H 0.099
24 H 0.111
25 H 0.108
26 H 0.110
27 H 0.100
28 H 0.113
29 H 0.130
30 H 0.137
31 H 0.089
32 H 0.105
33 H 0.127
34 H 0.126
35 H 0.100
36 H 0.135
37 H 0.124
38 H 0.127
39 H 0.120
40 H 0.131
41 H 0.118
42 H 0.116
43 C -0.202
44 Si 0.196
45 C -0.195
46 C -0.201
47 N -0.241
48 Si 0.201
49 C -0.208
50 C -0.207
51 C -0.215
52 H -0.027
53 H 0.014
54 H 0.013
55 H -0.015
56 H 0.007
57 H 0.019
58 H 0.018
59 H 0.005
60 H 0.001
61 H 0.001
62 H 0.010
63 H 0.016
64 H 0.017
65 H 0.010
66 H 0.001
67 H 0.011
68 H 0.010
69 H 0.008